Entry 1:
Molecular formula: C8H10
Method: DFT, the ωB97M-V functional and the def2-TZVPD basis

```
18
Properties=species:S:1:pos:R:3:forces:R:3
H -1.135427 2.138511 0.997457 -1.1 -0.5 0.3
H -0.697817 -2.935593 1.592280 -0.3 0.8 -0.2
H -0.814166 2.946304 -1.676224 -0.7 -0.7 1.4
H -0.317351 1.324137 -1.845859 -1.2 0.5 0.9
H -2.030864 1.568748 -1.261652 0.9 0.6 -0.3
C -0.094674 0.256820 0.429186 2.3 1.6 -1.1
H 1.502982 0.702519 -0.945531 0.7 0.5 0.2
H 0.354554 2.465014 0.416923 -0.6 -1.8 -0.3
H 1.411107 -3.298844 0.504682 0.4 -1.2 -0.1
C -0.508092 1.708089 0.237208 1.6 2.0 1.3
C -0.227118 -2.089996 1.068823 -0.7 0.0 0.7
C -0.981738 1.951285 -1.150961 0.0 -0.7 -3.2
C 1.589790 -1.336350 -0.193836 -1.1 2.9 0.2
C -0.758440 -0.788301 0.994784 -0.6 -1.0 0.7
C 0.964949 -2.348617 0.468969 -0.4 0.6 0.5
H -1.738690 -0.626123 1.375452 -0.7 0.2 0.5
H 2.324963 -1.656255 -0.813245 2.7 -0.4 -1.7
C 1.156032 0.018650 -0.198457 -1.4 -3.5 0.2
```
Positions in Å, forces in eV/Å.

SMILES = CCc1ccccc1
total charge = 0
calculated total energy = -8457.051 eV
multiplicity = 1
lowest unoccupied orbital energy = 1.067 eV
energy above the lowest of the compared OMol25 structures with the same formula, charge and spin = 28.1 kcal/mol

What are the Mulliken partial charges on each atom? They are as follows, in elementary charge units:
1. H 0.458
2. H 0.320
3. H 0.320
4. H 0.284
5. H 0.256
6. C 0.663
7. H 0.381
8. H 0.250
9. H 0.426
10. C -0.902
11. C -0.322
12. C -0.913
13. C -0.575
14. C -0.367
15. C -0.495
16. H 0.408
17. H 0.416
18. C -0.608

---

Entry 2:
Molecular formula: C8H10BrCl2NS
Method: DFT, the ωB97M-V functional and the def2-TZVPD basis

```
23
Properties=species:S:1:pos:R:3:forces:R:3
N -0.455887 0.346824 -0.116536 -2.6 1.7 -2.6
C -0.621793 -0.955143 2.007014 0.1 -0.1 -0.4
C 1.299836 -1.054395 0.762678 0.1 -1.9 1.7
H 1.983410 -0.807235 -0.005910 0.5 0.0 -0.7
H 1.659291 1.762712 0.927043 0.4 0.9 1.0
H -1.713179 0.660136 -1.779122 0.3 -0.5 0.6
H -0.890951 2.134755 1.032568 0.8 0.1 -1.3
H 1.665274 1.631959 -0.767791 -0.7 0.9 0.4
H -2.393879 -0.591282 -0.742216 0.2 0.1 0.6
H 2.555517 -2.493936 1.880668 -1.1 0.6 0.2
H -0.879187 -2.323567 -1.526153 0.2 1.0 -0.3
C 1.166460 2.182988 0.074079 -1.1 0.0 -1.9
Cl 0.719293 -1.134657 -2.888852 -0.9 0.3 0.8
H -1.595106 -1.413581 -2.840599 -0.6 -0.1 -0.6
C -0.021618 -0.558835 0.810947 1.0 -0.1 2.7
H -0.744410 2.489042 -0.805201 -0.2 -1.4 0.9
Br -2.282910 -0.264563 2.571887 0.2 -0.3 0.0
S 0.371937 -2.064413 2.955065 -1.3 1.0 -0.7
C -0.366481 1.860334 0.057930 0.8 -0.9 0.7
C 1.597549 -1.927272 1.808511 1.7 0.5 -1.6
Cl 1.290356 4.023703 -0.287124 0.4 -1.6 0.8
C -0.906913 -1.325236 -2.033514 0.6 -0.5 1.0
C -1.436609 -0.178336 -1.095370 1.2 0.6 -1.6
```
Positions in Å, forces in eV/Å.

SMILES = ClCCN(CCCl)c1ccsc1Br
total charge = 0
calculated total energy = -115869.398 eV
multiplicity = 1
lowest unoccupied orbital energy = 0.550 eV

What are the Mulliken partial charges on each atom? They are as follows, in elementary charge units:
1. N 0.486
2. C 0.048
3. C -0.417
4. H 0.421
5. H 0.430
6. H 0.379
7. H 0.233
8. H 0.271
9. H 0.235
10. H 0.356
11. H 0.313
12. C -0.481
13. Cl -0.222
14. H 0.494
15. C -0.327
16. H 0.462
17. Br -0.143
18. S -0.145
19. C -0.523
20. C -0.433
21. Cl -0.235
22. C -0.672
23. C -0.528

---

Entry 3:
Molecular formula: C8H10Cl3CuN4O4PS2
Method: DFT, the ωB97M-V functional and the def2-TZVPD basis

```
33
Properties=species:S:1:pos:R:3:forces:R:3
Cu 0.104354 -0.622748 0.323716 -0.4 0.1 -0.2
C 0.910985 -0.768063 4.489999 0.1 0.0 0.0
P 2.391839 1.235706 -1.391526 -0.1 -0.7 0.5
C 1.596231 1.269041 -3.053152 0.1 0.5 0.3
H 0.564614 1.616748 -2.995694 -0.1 -0.3 -0.1
C 0.937061 -0.206807 3.031396 0.1 0.5 0.2
O 1.463899 0.901025 2.899831 0.1 0.2 -0.6
O 1.859569 0.031475 -0.646235 0.2 0.6 -0.4
H 2.104867 2.080774 1.433326 0.6 0.3 -0.4
O 0.437635 -0.963748 2.168974 0.1 -0.1 0.0
H 2.163741 1.930609 -3.703245 0.0 -0.1 -0.1
H 2.069188 3.651557 -1.107685 0.0 0.0 0.0
Cl -0.280495 -2.045191 4.691090 0.0 0.0 0.1
S -0.875651 -1.218300 -1.618721 0.0 0.1 -0.4
H 1.205178 -0.740743 -2.868122 -0.1 0.1 0.1
N -4.262888 2.723490 -1.831696 0.1 -0.1 0.0
H 1.025286 -0.223665 -4.402558 0.3 0.0 0.0
C -1.901289 0.171932 -1.367060 -0.2 0.3 -0.5
H 2.698585 3.635199 1.169373 0.0 0.1 0.0
O 3.859477 1.385843 -1.537773 0.1 0.2 0.0
N -2.149830 0.171765 -4.804942 0.1 0.0 0.1
H 0.731752 2.752581 -0.328017 0.0 0.0 0.2
C -2.435517 0.433973 -3.717108 0.1 -0.2 -0.3
N 1.635613 -0.117563 -3.583144 -0.9 -0.2 0.1
C 1.800845 2.765321 -0.536274 -0.1 -0.3 -0.4
Cl 0.585286 0.531213 5.640910 0.0 0.0 0.0
N 2.592828 2.728984 0.726178 -0.9 -0.8 1.0
S -1.792667 0.747708 0.240046 0.2 -0.1 0.3
H 2.590101 -0.417331 -3.765458 0.1 -0.1 -0.2
Cl 2.543040 -1.422383 4.776476 0.0 0.0 0.0
H 3.517865 2.342953 0.506587 0.2 0.0 0.1
C -3.547075 1.851127 -2.063291 0.0 0.2 0.0
C -2.663112 0.776227 -2.361432 0.5 -0.3 0.5
```
Positions in Å, forces in eV/Å.

total charge = 0
calculated total energy = -135776.556 eV
multiplicity = 2
lowest unoccupied orbital energy (spin up / spin down) = -0.612 / -1.574 eV
energy above the lowest of the compared OMol25 structures with the same formula, charge and spin = 17.0 kcal/mol

What are the Mulliken partial charges on each atom? They are as follows, in elementary charge units:
1. Cu 0.296
2. C 0.555
3. P 0.751
4. C -0.633
5. H 0.335
6. C 0.500
7. O -0.818
8. O -0.626
9. H 0.258
10. O -0.671
11. H 0.430
12. H 0.403
13. Cl -0.125
14. S -0.343
15. H 0.021
16. N -0.464
17. H 0.397
18. C 1.072
19. H 0.403
20. O -0.775
21. N -0.557
22. H 0.295
23. C -0.022
24. N -0.173
25. C -0.619
26. Cl -0.139
27. N -0.130
28. S -0.323
29. H 0.379
30. Cl -0.148
31. H 0.380
32. C -0.023
33. C 0.114

---

Entry 4:
Molecular formula: C8H10Cl4F2O6
Method: DFT, the ωB97M-V functional and the def2-TZVPD basis

```
30
Properties=species:S:1:pos:R:3:forces:R:3
H 1.216660 0.714230 4.628850 0.8 0.2 0.7
H 1.562420 2.423860 4.426020 -0.6 0.5 -0.2
O -0.428020 1.724220 4.851550 -0.2 1.2 0.4
O -0.104480 2.570590 6.872260 1.5 0.4 0.6
F 2.196600 2.820950 6.788970 -0.7 0.1 -0.5
H -2.215050 2.840220 8.480490 -0.3 3.0 -0.8
C -0.992640 2.214510 5.984130 -3.3 0.6 -3.1
Cl -3.906660 3.927150 7.190840 2.1 -3.2 3.3
O -2.192440 2.376500 6.065700 2.4 -1.0 -0.5
H -0.772800 -0.238360 10.244740 0.2 0.7 -0.2
H -0.994520 -1.577000 9.264250 -0.3 -0.1 -0.7
C -0.334820 -0.256620 7.159190 1.6 0.5 -4.5
H -4.436940 5.070980 6.276070 -1.1 2.6 -1.5
H 1.184050 1.134990 7.122020 1.3 0.7 -0.5
C -5.139270 5.814010 5.898230 -0.8 0.3 0.9
H -1.489980 4.077120 7.308740 -0.7 0.1 0.4
O -1.695390 0.061600 7.203610 0.9 -1.9 -1.5
C -2.059980 0.221310 8.523110 0.3 -2.0 0.6
C 0.986370 1.708140 5.012540 0.2 -0.4 -1.2
O 0.186930 -0.098400 8.379750 -0.5 -1.5 0.0
Cl -2.273980 5.146200 9.239060 0.2 -0.4 0.0
C -0.927100 -0.491250 9.195770 0.5 -0.1 2.5
C -2.291640 3.815260 7.999310 -0.7 1.9 0.5
H -5.516890 6.426730 6.716800 0.0 0.1 -0.2
C 1.149390 2.007210 6.469240 0.9 -0.9 1.9
F -1.990560 1.523640 8.767180 0.4 -1.1 1.8
H -3.044690 -0.123120 8.839040 -0.1 -0.2 -0.8
Cl -4.313300 6.720290 4.742770 1.0 1.5 -1.5
Cl -6.426450 4.878990 5.235990 -1.4 -0.7 -0.6
O 0.325670 -0.414990 6.099910 -3.5 -0.9 5.0
```
Positions in Å, forces in eV/Å.

total charge = 0
calculated total energy = -76263.167 eV
multiplicity = 1
lowest unoccupied orbital energy = 0.012 eV
energy above the lowest of the compared OMol25 structures with the same formula, charge and spin = 91.1 kcal/mol

What are the Mulliken partial charges on each atom? They are as follows, in elementary charge units:
1. H 0.317
2. H 0.289
3. O -0.356
4. O -0.450
5. F -0.318
6. H -0.081
7. C 0.829
8. Cl -0.205
9. O -0.546
10. H 0.349
11. H 0.356
12. C 0.545
13. H -0.322
14. H 0.308
15. C 0.365
16. H 0.087
17. O -0.254
18. C 0.424
19. C -0.475
20. O -0.325
21. Cl -0.242
22. C -0.739
23. C 0.708
24. H 0.301
25. C 0.390
26. F -0.431
27. H 0.403
28. Cl -0.189
29. Cl -0.198
30. O -0.543

---

What is the calculated total energy in the first record?
-8457.051 eV

---

Look up the calculated total energy of the third one.
-135776.556 eV